Entry 1:
86
Properties=species:S:1:pos:R:3:mulliken_charge:R:1 method="wB97M-V/def2-TZVPD" energy_ha=-4062.70161 e_lumo_ev=2.05 charge=-1 homo_lumo_gap_ev=5.958
C -1.2153 -0.1487 -4.5389 -0.40
N 0.8588 0.1715 4.7673 0.01
C 5.3064 -1.8796 2.1409 -0.64
H -0.0304 5.6062 2.2130 0.33
H -0.4859 -4.5729 1.8259 0.44
H 7.1899 -2.8532 1.9405 0.33
H 2.9700 2.7296 1.9057 0.26
H -4.8215 -0.2772 0.7794 0.37
H -4.4978 0.2673 -5.2399 0.39
C -3.7108 -0.3842 -3.3587 -0.64
C 5.9166 -3.2342 0.2463 -0.77
C -6.8860 -2.7718 -0.2008 -0.41
N 2.5263 1.2348 -0.4368 0.77
C 3.7477 -2.1590 0.3596 -0.30
C -2.3551 0.1455 -5.2763 -0.65
C 4.4501 2.4830 -1.9937 -0.69
H -1.5730 2.0800 4.6173 0.25
H -1.7959 -2.5316 1.4202 0.30
H 2.0218 1.1942 6.1958 0.35
H -2.2426 4.4889 -2.0237 0.38
H 2.3888 1.5805 4.5094 0.08
H -2.6505 6.6655 -0.9956 0.33
S 0.6879 2.9959 1.6245 0.06
C -0.3736 -4.5170 -1.5582 -0.55
C 1.5832 1.3550 5.2087 -0.18
C 4.0374 -1.5853 1.6125 -0.23
C 3.1035 0.5904 -1.4467 0.44
H 5.5584 -1.4510 3.1028 0.37
H -2.2694 0.4771 -6.3035 0.36
S -0.5919 2.2657 -1.3962 -0.10
C -6.4526 -1.6382 0.4648 -0.58
C -3.6008 0.0319 -4.6803 -0.58
P -2.6234 -1.0853 -0.8250 0.57
C -0.8815 3.7689 -0.5486 0.29
H 5.2011 2.9693 -2.6038 0.38
H 0.6396 3.2036 4.4824 0.04
C -4.3019 -1.8045 -0.6288 -0.32
C 2.8959 2.4911 -0.1827 0.29
H -7.8863 -3.1508 -0.0317 0.36
C 3.8275 3.1626 -0.9635 -0.94
S 2.9381 -0.5327 2.5184 -0.01
H 0.4238 2.9169 6.2280 0.26
C -1.1033 -3.3573 -1.7867 -0.15
C -0.4322 0.4199 4.5405 -0.19
N -0.7228 1.6723 4.9623 -0.15
C 4.1032 1.1662 -2.2240 -0.99
H 4.0721 4.1924 -0.7381 0.43
C 6.2245 -2.6706 1.4819 -0.45
C -1.3898 -3.0886 0.5815 -0.61
C 2.6291 -0.8110 -1.7927 -0.50
C -1.9750 5.9693 -0.5102 -0.46
H -4.6932 -0.4646 -2.9098 0.39
C -0.5150 5.3861 1.2682 -0.49
H 1.7356 -0.7312 -2.4190 -0.12
H 2.6551 4.2298 1.0438 0.56
Cs 0.0983 0.0392 0.8545 1.34
C -6.0305 -3.4284 -1.0818 -0.67
H 1.3251 -0.5783 4.2627 0.24
H 4.3806 -3.4218 -1.2389 0.42
H -0.2317 -0.0349 -4.9762 0.41
H 6.6238 -3.8653 -0.2761 0.36
H -7.1067 -1.1246 1.1576 0.39
H 3.3955 -1.2849 -2.4091 0.52
C 0.4827 2.4421 5.2479 -0.25
H -1.2705 -3.0205 -2.8020 0.46
C -0.1494 -4.9598 -0.2643 -0.56
C 2.3998 3.1695 1.0800 -0.51
C -1.6169 -2.6283 -0.7190 0.56
H 0.0308 -5.0668 -2.3991 0.40
H 4.5732 0.5894 -3.0101 0.46
C -0.6641 -4.2461 0.8096 -0.62
C -1.7505 4.7418 -1.0923 -0.61
S -1.5364 -0.6494 3.8327 -0.35
C -0.2758 4.1440 0.6779 -0.65
H -4.0858 -3.4660 -1.9725 0.37
C -4.7509 -2.9475 -1.2910 -0.08
H -0.4303 -0.7443 -2.6509 0.29
H 0.4407 -5.8505 -0.0891 0.37
C -5.1635 -1.1590 0.2500 -0.27
C 4.6692 -2.9791 -0.2918 -0.41
C -2.5769 -0.6937 -2.6145 0.63
C -1.3510 6.3191 0.6856 -0.69
H -6.3645 -4.3184 -1.6005 0.39
H -1.5211 7.2812 1.1509 0.37
C -1.3313 -0.5555 -3.2220 -0.64
S 2.1732 -1.9140 -0.4358 0.05

Entry 2:
26
Properties=species:S:1:pos:R:3:mulliken_charge:R:1 method="wB97M-V/def2-TZVPD" energy_ha=-531.54604 e_lumo_ev=-3.49 charge=+1 homo_lumo_gap_ev=8.784 smiles="C[C@]1(N)[C@H]([NH3+])C=NN1CCO"
H -2.4804 -0.6752 -2.0237 0.23
N 0.6972 0.0077 -0.0221 0.77
N -2.0645 0.1127 -2.3818 -0.05
H -2.7251 0.7530 -2.1240 0.35
C -1.4465 -1.1440 0.1308 -1.89
H 0.7602 -0.3782 -3.1302 0.43
C 1.3090 -0.4177 1.2603 -0.50
H -0.8665 -1.9362 -0.2523 0.51
H -0.6398 1.6199 -1.8256 0.29
H -1.4665 -1.3072 1.2427 0.35
H -2.5278 -1.3105 -0.1557 0.52
H -1.8370 0.0927 -3.3800 0.38
C -0.8186 0.5405 -1.6537 -0.12
H 3.1892 0.0765 3.5765 0.32
N -1.2702 1.2015 0.6856 -0.51
N 1.1986 -0.4156 -1.1863 -0.87
H 0.5637 -0.4296 2.0902 0.31
H 1.5068 -1.5206 1.2312 0.39
C 0.4783 -0.0973 -2.1344 -0.40
H -0.6451 2.0341 0.6260 0.31
C 2.5743 0.3165 1.7451 -0.67
C -0.7325 0.1690 -0.0851 0.32
H -1.3675 0.9699 1.6788 0.34
H 2.6456 1.2956 1.4249 0.32
O 2.4454 0.5233 3.1601 -0.55
H 3.5199 -0.0808 1.5026 0.40

Entry 3:
46
Properties=species:S:1:pos:R:3:mulliken_charge:R:1 method="wB97M-V/def2-TZVPD" energy_ha=-2057.70155 e_lumo_ev="-0.19 / -0.28" multiplicity=7 homo_lumo_gap_ev="5.632 / 4.499"
H -4.1716 2.3410 -1.8284 0.12
H -5.1099 2.4464 2.3102 0.46
H -3.0583 3.7231 1.7504 0.52
C -0.1597 4.4317 2.1283 -1.52
C -2.8777 3.0427 3.7777 -1.60
H -2.1493 -0.7050 2.4227 0.35
H 1.7961 2.5970 1.6477 0.35
C -2.9741 2.7546 2.2760 0.62
H 0.4449 0.8571 4.5919 0.52
C 1.1952 2.6851 0.7339 -1.00
H 0.5624 5.1728 1.7655 0.49
H -2.7663 2.1279 4.3743 0.20
H 0.1343 0.3320 2.1496 -0.49
H -0.3913 -1.2859 0.2609 0.52
C -1.6175 -0.2082 3.2469 -1.71
H -2.0728 3.7418 4.0335 0.25
C -4.2179 1.9131 1.9505 -1.30
C 2.7481 -2.0965 1.1811 -0.58
P -3.1248 1.3501 -1.8678 -0.17
H 0.1635 4.0766 3.1115 0.22
H 0.9643 2.1532 3.5134 0.25
H -0.5767 2.2869 4.4058 0.20
C -0.2110 3.2968 1.0957 0.69
H 3.5187 -2.4954 1.8366 0.41
H 1.2019 1.6078 0.2993 0.02
H -3.1861 1.0610 -3.2831 0.09
H -2.3623 0.2029 3.9448 0.31
H -4.1862 0.9344 2.4502 0.26
Tb -0.5574 1.9195 -0.9134 0.57
H -1.1338 4.9242 2.2094 0.37
H -0.6393 3.8091 0.1763 0.05
H 0.8766 -2.4017 2.3881 0.40
H -1.0520 -0.9851 3.7847 0.45
C 0.0853 1.6004 3.8633 -1.62
H 3.9182 -1.4793 -0.6371 0.42
H -4.3377 1.7506 0.8728 0.18
H -3.8819 0.2126 -1.4026 0.11
C 0.6853 -1.4344 0.3821 -0.11
C 2.9618 -1.5508 -0.1210 -0.62
H 1.5116 -0.6696 -1.6189 0.33
H -3.8185 3.5168 4.0983 0.52
H 1.7062 3.3505 0.0148 0.48
C 1.7148 -1.1134 -0.6386 -0.65
C -0.6376 0.8617 2.7395 1.47
P -1.4900 1.9670 1.5236 -0.06
C 1.3530 -2.0372 1.4774 -0.75

Entry 4:
34
Properties=species:S:1:pos:R:3:mulliken_charge:R:1 method="wB97M-V/def2-TZVPD" energy_ha=-1368.34030 e_lumo_ev=-0.37 homo_lumo_gap_ev=9.894
H 2.0681 3.2196 -1.8018 0.31
O 2.0813 -1.9729 1.9415 -0.59
H -2.6510 -1.8853 0.4214 0.25
H 1.3453 -1.6541 -2.6952 0.37
Ar 0.1138 0.4621 -0.0214 -0.01
O 0.9302 -1.3108 -3.4864 -0.68
H -1.3518 -1.4157 3.0552 0.30
H 2.8243 -1.5544 2.3764 0.26
H 0.4440 2.0614 2.3837 0.35
O -0.1058 2.5416 3.0029 -0.66
O 2.8094 1.8975 1.1916 -0.61
H -3.3667 1.1056 -2.7980 0.30
O 1.7650 -2.5700 -0.8549 -0.67
O -0.8209 -2.1338 2.7106 -0.59
O -1.7589 -1.5385 -2.4761 -0.71
H 1.2945 -0.4313 -3.5863 0.29
H -1.9882 -0.6290 -2.2849 0.35
H 1.8236 -2.1648 0.0103 0.35
H 1.1623 -3.3041 -0.7359 0.33
H 2.4007 2.2853 0.4178 0.33
O -2.5407 1.1512 -2.3164 -0.66
H -3.0595 1.3069 1.6829 0.30
O -2.8398 2.2304 1.8056 -0.61
H -1.9153 2.2263 2.0537 0.33
H -1.8912 1.3940 -2.9763 0.32
H 1.0763 4.0492 -1.0144 0.32
H -0.8697 -1.4929 -2.8276 0.37
H 2.2830 -2.9082 1.9687 0.31
O -2.2823 -2.6839 0.0438 -0.60
H 0.4320 3.2855 3.2745 0.30
H -0.1141 -1.7013 2.2315 0.27
H -1.9533 -2.4142 -0.8137 0.41
H 2.7400 0.9531 1.0518 0.31
O 1.9155 3.5956 -0.9349 -0.68

Entry 5:
12
Properties=species:S:1:pos:R:3:mulliken_charge:R:1 method="wB97M-V/def2-TZVPD" energy_ha=-302.62852 e_lumo_ev=0.33 homo_lumo_gap_ev=8.821 smiles=c1c[nH]cn1.O
H 0.4687 1.9967 -0.2373 0.43
H 1.0455 1.9674 2.3730 0.36
O -0.3570 -0.9324 -2.6236 -0.69
N 0.2631 -0.1036 2.2344 -0.54
C 0.5563 1.2042 1.8011 -0.32
H -0.8239 -1.6480 1.3225 0.30
H -0.9466 -1.5970 -2.6862 0.29
H -0.4792 -0.3175 -0.8578 0.32
H 0.5949 -1.0840 -3.0551 0.35
C -0.1601 -0.8047 1.1985 -0.19
C 0.2067 1.2650 0.4298 -0.28
N -0.3685 0.0538 0.1006 -0.02

Entry 6:
13
Properties=species:S:1:pos:R:3:mulliken_charge:R:1 method="wB97M-V/def2-TZVPD" energy_ha=-174.36591 e_lumo_ev=1.12 homo_lumo_gap_ev=9.633
H 1.1517 1.0650 0.2459 0.27
H 0.0892 -2.5111 0.5521 0.29
H 0.3816 -1.5532 -1.0278 0.23
H 0.4456 2.0878 -1.3651 0.26
N 0.1419 0.8691 0.2808 -0.30
H -1.4059 -0.6371 0.5238 0.24
H -1.6296 1.7977 -0.9382 0.17
H -0.1533 -0.5399 1.8492 0.29
H -0.5060 0.2132 -1.7534 0.16
C -0.2621 -0.4313 0.7772 -0.42
C 0.5074 -1.5639 0.1456 -0.90
H 1.5854 -1.4941 0.3267 0.30
C -0.4039 1.2431 -0.9858 -0.59

Entry 7:
39
Properties=species:S:1:pos:R:3:mulliken_charge:R:1 method="wB97M-V/def2-TZVPD" energy_ha=-841.48558 e_lumo_ev=-2.49 charge=+1 homo_lumo_gap_ev=10.391
H 2.1597 3.5094 1.5668 0.31
O 2.4963 -1.4517 2.9863 -0.68
C 0.6544 -0.5469 -2.1261 -0.89
H -0.1590 -1.8467 3.3975 0.37
H 0.5270 -0.7784 0.5488 0.60
C 0.3415 0.5262 -1.1282 -0.73
H 0.2979 0.8550 2.0936 0.37
C -1.6714 -0.2955 0.2821 -1.34
H 2.4237 -1.2864 3.9278 0.29
H 1.1894 -0.1021 -2.9858 0.32
C -0.6455 -1.2066 -2.7123 0.56
H -2.2047 0.6120 0.0070 0.25
H -3.7796 2.1720 -0.4975 0.28
H -0.8324 1.8857 1.2140 0.41
H 1.1434 -1.3721 -1.6185 0.33
H -0.4863 0.2245 -4.1874 0.16
O 2.7332 0.9189 0.6921 -0.49
H -1.2243 -3.3296 -0.7508 0.33
O -0.8665 -3.3894 0.1449 -0.56
H 1.5732 -1.6972 2.7585 0.50
H 3.4821 0.9484 0.0421 0.29
H 1.6433 3.7400 0.1024 0.31
O -2.8699 2.4825 -0.3430 -0.61
O 0.0445 -1.6181 2.4591 -0.74
H -0.2066 -2.4022 1.9480 0.27
O 1.4131 3.4639 0.9968 -0.68
H 0.7280 1.8275 0.7697 0.04
N 0.0126 1.2106 1.1534 -0.21
O -1.3010 -2.0586 -2.1592 -0.70
H -0.4315 1.2754 -1.4837 0.27
C -0.2173 -0.0462 0.2300 0.62
H -1.8832 -0.6971 1.3309 0.29
N -1.0000 -0.5586 -3.8472 -0.37
H -1.7083 -0.7752 -4.5013 0.22
H -0.6168 -4.3064 0.2369 0.27
H -2.0655 -0.9506 -0.5194 0.37
H -3.0316 3.3504 -0.7149 0.28
H 3.1673 0.5792 1.4940 0.26
H 1.1708 1.1340 -0.8076 0.45

Entry 8:
115
Properties=species:S:1:pos:R:3:mulliken_charge:R:1 method="wB97M-V/def2-TZVPD" energy_ha=-4910.92423 e_lumo_ev="-0.72 / -1.04" multiplicity=2 homo_lumo_gap_ev="6.005 / 5.917"
C -3.1449 2.8896 3.2554 -0.63
C -0.1489 -5.1660 -0.1187 -0.23
H 0.9560 -1.8356 -5.3705 0.32
N 1.6579 0.7976 0.2464 0.36
H -0.3998 -5.3859 -4.7192 0.44
C -2.2519 2.3020 -2.9826 0.50
N 0.1632 2.6752 0.0161 2.36
C -0.7049 -1.2891 0.0497 0.37
C 2.2138 -5.4057 1.2992 -0.71
H -1.1640 -0.8243 -2.6517 0.36
C 4.1508 3.2094 -1.1966 -0.39
H -2.6743 1.4186 4.7735 0.50
H -1.0749 -5.0832 -0.6682 0.40
H -0.9155 5.4139 -3.2579 0.58
Ti -0.4647 0.8090 -0.0269 -2.48
O -2.0264 1.2312 -0.8761 0.36
H -2.5699 -2.3637 -1.4756 0.30
H -3.1380 4.3372 1.6673 0.50
C 1.8746 -4.1926 0.7244 -0.74
C -2.5925 2.2173 -1.5049 -0.10
H 3.5375 4.0871 -1.3257 0.49
C -2.2521 -4.5332 -4.0614 -0.81
C 6.2602 2.0765 -1.3761 -0.50
H 6.3379 0.0640 -0.6394 0.44
P -0.9381 -1.8829 1.6920 0.98
C 2.4684 -0.2058 0.4369 -1.14
P 0.2798 -2.4680 -0.8046 2.88
H -4.4137 -1.4668 5.0826 0.41
C -0.3295 -0.2138 -2.9395 -1.76
H -1.1150 -6.2811 3.9463 0.45
C -0.8770 -4.7153 -4.0189 -1.05
C 4.3857 0.9327 -0.4201 -0.02
H -0.5845 4.1888 -5.2303 0.47
H -3.9382 -3.5388 -3.1916 0.52
H 0.0306 2.6627 -7.1311 0.40
C -1.0902 4.5281 -2.6481 -1.46
C 5.4792 3.2099 -1.5682 -0.87
C -1.4855 2.3041 -5.6781 0.41
C -2.4487 1.7983 3.7913 -1.29
C -3.4544 -0.5576 1.4556 0.64
C -2.5493 -1.2143 2.2756 -0.29
N 3.7987 -0.1507 0.2087 0.38
C -0.9861 2.2796 -7.0898 -1.87
H -0.1077 -4.0940 3.4232 0.43
C 3.5820 2.0678 -0.6276 0.78
H -3.3667 -0.7506 -3.7877 0.33
H -3.1801 -3.3554 0.5587 0.42
C 1.3748 -6.5002 1.1660 -0.78
C -1.5194 3.3747 -3.5023 1.10
C -3.6337 0.2216 -3.3753 -1.29
C -1.5520 -5.6602 3.1795 -0.77
C -4.6986 -0.2092 1.9570 -0.84
C -1.4955 1.1763 3.0119 0.00
S 0.5293 -1.5634 2.9675 -0.50
H -4.1644 -5.5631 1.0412 0.46
C -2.7085 -4.0163 1.2743 -0.45
C -1.5466 -3.6147 1.9245 1.27
H -3.6643 0.1628 -2.2911 -0.07
C -5.0468 -0.5377 3.2569 -0.65
H 7.2987 2.0867 -1.6701 0.41
H -1.8515 4.7510 -1.9042 0.23
H -2.8456 -5.0617 -4.7944 0.37
H -4.6373 0.4674 -3.7256 0.45
C -2.1103 -3.0208 -2.2054 0.68
H 4.3358 -1.0031 0.2790 0.33
C -0.9868 -4.4312 2.8939 -0.52
H 3.1420 -5.4977 1.8473 0.44
C -2.6792 -6.0805 2.4962 -0.63
H -0.7135 -2.0107 -4.8179 0.18
H -6.0235 -0.2749 3.6382 0.43
H 1.7269 2.1676 -2.6801 0.49
C -4.1428 -1.2041 4.0712 -1.14
H -0.9530 0.3183 3.3950 0.73
H -2.6220 0.4957 -5.8103 0.52
H 0.9522 -4.1812 -3.0206 0.46
C 0.0339 -1.2953 -5.1541 -0.72
C 1.1476 1.3247 -2.9950 -0.32
C -3.2631 -5.2505 1.5513 -0.87
H -3.1108 -7.0500 2.7024 0.39
C -1.1484 3.3544 -4.8383 -0.92
H -5.3992 0.3176 1.3255 0.47
N 0.1768 0.7656 -2.2168 1.71
C -2.6851 1.2880 -3.8381 1.20
C 5.7224 0.9390 -0.7957 -0.93
C -2.6882 3.4540 2.0933 -1.38
C -2.8667 -3.6783 -3.1598 -0.99
H -0.7573 4.5633 0.3453 0.54
C 0.1945 -6.3764 0.4516 -0.89
H 2.1123 -1.0551 1.0129 0.25
C -0.7631 3.4867 0.4833 -0.49
H 2.5524 -3.3519 0.8001 0.16
H 1.8712 0.7850 -5.0205 0.64
H -3.9902 3.3121 3.7748 0.45
H -3.1713 -0.3020 0.4365 -0.33
H 1.6364 -7.4461 1.6219 0.41
N 0.2766 -0.3216 -4.1297 1.02
H -2.1628 -2.0281 4.2155 0.45
N -1.1561 1.5983 1.7942 0.80
C 1.2272 0.6518 -4.1763 -2.25
C 2.1898 1.9840 -0.2663 0.11
H -0.1548 4.2822 -2.1433 0.04
C -2.2899 1.2986 -5.1693 -0.60
H 5.8998 4.0975 -2.0178 0.42
H -1.6053 2.9092 -7.7258 0.38
C 0.6857 -4.0617 0.0192 0.98
S 1.9719 -1.8410 -1.6452 -0.55
C -0.1205 -4.0509 -3.0711 -0.39
H -0.4669 -7.2234 0.3372 0.43
N 1.3896 3.0188 -0.3803 -1.43
H -1.0007 1.2729 -7.4985 0.37
C -2.8958 -1.5360 3.5847 -0.12
C -0.7367 -3.2079 -2.1556 -0.49
O -3.3796 2.9824 -0.9798 -0.67
H -0.3145 -0.8065 -6.0660 0.19
C -1.6093 2.8480 1.4202 0.55